Record 1
Density functional theory data (the ωB97M-V functional and the def2-TZVPD basis) for a cluster of 7 separate species, C25H32F6NO20S2 in total.

```
! RIJCOSX wB97M-V def2-TZVPD def2/J DEFGRID3
* xyz 1 1
S 2.91 -0.74 3.73
S 3.80 3.64 2.25
F 0.39 1.06 -7.38
F 0.23 1.57 -1.97
F -2.83 -10.11 2.62
F -4.12 0.15 0.89
F 2.01 -3.42 3.46
F 3.13 0.04 -1.60
O 3.53 3.20 -2.92
O -3.64 2.55 -3.94
O 0.48 4.18 -8.84
O 1.42 -9.71 1.38
O 4.29 4.96 2.33
O 2.90 3.19 1.22
O -0.24 -8.19 1.43
O -0.15 2.09 -9.32
O -0.02 -4.35 3.19
O -0.08 -4.60 0.98
O -1.94 -4.97 2.17
O -1.91 1.89 -2.64
O -5.04 1.50 2.45
O -6.52 2.60 1.21
O -1.62 2.10 -4.84
O 2.88 1.17 -3.55
O -6.12 3.28 3.32
O 2.56 2.92 -4.93
O -0.60 -10.22 2.25
O -0.69 3.77 -10.73
N 2.64 1.79 3.79
C 0.29 2.01 4.54
C -0.69 1.25 -2.94
C 3.69 0.98 -2.41
C 3.03 3.20 3.82
C 0.82 3.38 -7.71
C -5.92 2.54 2.42
C -2.14 1.98 3.69
C 1.24 1.42 3.48
C 2.96 2.48 -3.91
C 3.69 2.36 -1.78
C 0.31 -9.41 1.65
C -5.30 0.67 1.33
C -0.81 -4.67 2.11
C -1.63 -8.24 1.76
C 1.32 -4.38 2.77
C -0.33 1.84 -4.29
C -2.51 2.22 -3.83
C -1.68 -9.42 2.71
C 0.80 1.98 -8.28
C -5.90 1.65 0.34
C 1.24 -0.12 3.38
C 3.48 0.82 3.95
C 1.21 -4.07 1.29
C -0.89 2.82 3.97
C -0.18 3.39 -9.74
H 4.61 2.60 -1.25
H -1.50 -9.17 3.76
H 0.87 2.64 5.21
H 1.76 1.65 -8.70
H 4.52 1.01 4.19
H -2.22 1.16 4.41
H 0.05 3.49 -6.94
H 1.76 -5.35 3.00
H 1.05 1.85 2.50
H -6.63 1.21 -0.33
H -3.03 2.59 3.82
H -1.14 3.57 4.72
H 1.21 -2.99 1.11
H 0.60 -0.58 4.13
H 1.78 3.68 -7.30
H 4.86 2.79 2.23
H 2.14 3.82 3.87
H 0.86 -0.46 2.42
H 3.70 3.42 4.65
H -5.12 2.15 -0.24
H -0.83 0.17 -2.93
H 0.23 1.16 -4.92
H 1.98 -4.54 0.68
H 4.67 0.62 -2.72
H 0.22 2.77 -4.18
H 2.83 2.49 -1.12
H -5.96 -0.14 1.63
H -0.58 3.35 3.06
H -2.21 -8.45 0.86
H -2.16 1.56 2.69
H -0.12 1.19 5.14
H -1.95 -7.30 2.20
*
```

For the max |F|, the calculation gives 0.7 eV Å⁻¹. As for the energy: -3926.744360 Eh. The value obtained for the LUMO energy is -4.699 eV. The gap between HOMO and LUMO comes out at 7.839 eV.

Okay, here come the Mulliken numbers, in e, for every atom:
1 S 0.023
2 S 0.931
3 F -0.247
4 F -0.278
5 F -0.275
6 F -0.256
7 F -0.262
8 F -0.245
9 O -0.355
10 O -0.503
11 O -0.356
12 O -0.495
13 O -0.586
14 O -0.422
15 O -0.299
16 O -0.315
17 O -0.316
18 O -0.321
19 O -0.555
20 O -0.274
21 O -0.247
22 O -0.319
23 O -0.329
24 O -0.267
25 O -0.485
26 O -0.457
27 O -0.311
28 O -0.475
29 N 0.211
30 C -1.177
31 C 0.455
32 C 0.302
33 C -0.933
34 C -0.126
35 C 0.632
36 C -1.154
37 C 0.277
38 C 0.608
39 C -0.159
40 C 0.636
41 C 0.334
42 C 0.722
43 C -0.249
44 C 0.296
45 C -0.401
46 C 0.503
47 C 0.285
48 C 0.331
49 C -0.389
50 C -0.929
51 C -0.176
52 C -0.332
53 C -0.546
54 C 0.569
55 H 0.252
56 H 0.282
57 H 0.517
58 H 0.238
59 H 0.441
60 H 0.295
61 H 0.127
62 H 0.243
63 H 0.393
64 H 0.280
65 H 0.328
66 H 0.396
67 H 0.195
68 H 0.442
69 H 0.252
70 H 0.173
71 H 0.303
72 H 0.467
73 H 0.472
74 H 0.269
75 H 0.260
76 H 0.376
77 H 0.310
78 H 0.243
79 H 0.160
80 H 0.112
81 H 0.194
82 H 0.380
83 H 0.252
84 H 0.291
85 H 0.579
86 H 0.186

Record 2
Density functional theory data (the ωB97M-V functional and the def2-TZVPD basis) for a structure of composition C25H32FO2Y at a distorted geometry.

```
! RIJCOSX wB97M-V def2-TZVPD def2/J DEFGRID3
* xyz 0 1
Y 0.57 0.33 1.06
F 1.11 -6.47 -0.12
O -0.94 1.74 0.61
O -2.18 -0.47 -3.11
C 3.46 -0.11 1.18
C -1.78 3.00 0.91
C -0.06 1.34 3.44
C -2.11 -0.69 -4.54
C -0.06 -4.41 -0.35
C -1.77 1.65 -0.65
C 1.91 -4.57 1.06
C 3.23 -0.74 -0.07
C -0.85 4.19 0.97
C -0.37 -0.91 3.01
C -2.60 2.88 -0.39
C 0.99 -5.14 0.19
C 0.15 -0.33 -3.71
C -0.63 -0.77 -4.96
C -0.84 -0.73 -2.62
C 2.54 1.46 -0.25
C -0.18 -3.03 0.00
C 1.03 -0.67 3.22
C 2.65 0.21 -0.95
C 1.22 0.72 3.46
C 1.80 -3.18 1.33
C 0.78 -2.44 0.79
C -1.04 0.33 3.19
C 3.04 1.25 1.08
C -2.63 2.80 2.14
H -0.25 4.26 0.05
H -2.65 0.10 -5.09
H 2.71 -5.16 1.50
H 2.27 2.42 -0.69
H 2.16 1.25 3.68
H -2.01 2.77 3.05
H -3.23 1.89 2.05
H -2.13 0.46 3.21
H 3.20 2.03 1.82
H -0.26 2.39 3.71
H -0.76 -4.89 -1.03
H -0.38 -0.19 -5.85
H 3.48 -1.77 -0.33
H 3.96 -0.56 2.04
H -0.18 4.11 1.84
H -0.72 -1.81 -2.40
H -1.05 -2.48 -0.37
H -2.62 -1.64 -4.75
H 1.12 -0.80 -3.57
H -3.66 2.69 -0.23
H -1.09 1.76 -1.50
H -0.87 -1.85 2.73
H -3.31 3.66 2.28
H -0.70 -0.19 -1.66
H 1.82 -1.43 3.21
H 2.56 -2.74 1.97
H -2.32 0.70 -0.63
H 2.45 0.06 -2.01
H -1.43 5.12 1.07
H -0.41 -1.82 -5.16
H 0.29 0.76 -3.73
H -2.41 3.66 -1.14
*
```

For the max |F|, the calculation gives 4.6 eV Å⁻¹. As for the energy: -1260.388051 Eh. The value obtained for the LUMO energy is 0.141 eV. The gap between HOMO and LUMO comes out at 7.027 eV.

Okay, here come the Mulliken numbers, in e, for every atom:
1 Y 1.131
2 F -0.358
3 O -0.409
4 O -0.466
5 C -0.290
6 C 1.454
7 C -0.348
8 C -0.492
9 C -0.683
10 C -0.368
11 C -0.821
12 C -0.614
13 C -1.577
14 C -0.962
15 C -0.908
16 C 0.294
17 C -0.520
18 C -0.790
19 C 1.521
20 C -1.319
21 C -0.347
22 C -0.574
23 C -0.216
24 C -1.409
25 C -0.421
26 C 0.517
27 C -0.011
28 C -0.775
29 C -1.755
30 H 0.372
31 H 0.334
32 H 0.414
33 H 0.595
34 H 0.671
35 H 0.250
36 H 0.455
37 H 0.480
38 H 0.529
39 H 0.593
40 H 0.422
41 H 0.403
42 H 0.432
43 H 0.557
44 H 0.248
45 H 0.103
46 H 0.572
47 H 0.240
48 H 0.335
49 H 0.349
50 H 0.168
51 H 0.658
52 H 0.444
53 H -1.308
54 H 0.684
55 H 0.115
56 H 0.332
57 H 0.658
58 H 0.457
59 H 0.286
60 H 0.331
61 H 0.340

Record 3
Density functional theory data (the ωB97M-V functional and the def2-TZVPD basis) for a structure of composition C25H32N2O6 at a distorted geometry.

```
! RIJCOSX wB97M-V def2-TZVPD def2/J DEFGRID3
* xyz 0 1
O 3.57 -1.63 -1.81
O -5.32 -3.32 0.92
O -0.84 -0.87 -2.73
O 3.34 5.25 -1.22
O 5.32 2.89 -0.84
O -5.02 -3.06 3.91
N 0.29 -2.67 -2.11
N 1.81 -0.03 -2.49
C 7.43 2.23 0.14
C -2.41 -3.59 -1.04
C 2.61 -1.38 -2.23
C 2.30 1.22 -2.18
C -6.35 -3.10 4.97
C 0.64 -3.47 -0.53
C 4.13 2.51 -1.36
C 4.69 5.44 -1.04
C 1.65 -2.52 -2.65
C -1.93 -2.36 -1.27
C 3.25 3.83 -1.40
C 6.00 1.95 -0.41
C -3.76 -1.46 0.28
C 2.06 3.60 -1.82
C -6.15 -2.14 1.67
C -6.00 -0.78 3.81
C 4.81 6.96 -1.10
C -0.81 -1.96 -1.99
C 3.53 1.39 -1.52
C -2.51 -1.18 -0.47
C -5.16 -1.98 3.29
C -4.24 -2.82 0.22
C 1.43 2.31 -2.40
C -6.79 -1.77 4.82
C -3.59 -3.70 -0.40
H 5.17 5.20 -0.11
H -7.21 -1.16 5.81
H -4.30 -0.64 0.60
H -3.93 -4.72 -0.19
H 7.83 3.11 -0.37
H 0.69 -4.43 -0.97
H -1.92 -4.23 -1.49
H 8.21 1.52 0.45
H -6.12 -3.27 5.94
H 0.90 -0.30 -2.51
H -7.92 -1.69 4.22
H 5.56 0.96 0.17
H 6.40 1.28 -1.30
H 5.32 4.95 -1.92
H 1.11 -2.30 -3.76
H -6.64 -0.04 3.43
H 4.29 0.44 -1.34
H 4.15 7.49 -0.29
H -6.84 -2.70 1.98
H 0.37 2.18 -2.70
H 5.74 7.41 -1.11
H -0.16 -3.39 0.25
H 2.17 -3.35 -2.76
H -7.06 -3.89 4.31
H -2.46 -0.28 -0.72
H -6.29 -1.30 1.17
H -5.52 -0.33 4.68
H 4.58 7.39 -2.09
H 7.12 2.91 1.01
H 1.72 -3.35 -0.14
H -4.25 -1.58 2.85
H 1.31 4.34 -2.07
*
```

For the max |F|, the calculation gives 18.5 eV Å⁻¹. As for the energy: -1532.025385 Eh. The value obtained for the LUMO energy is 0.422 eV. The gap between HOMO and LUMO comes out at 7.682 eV.

Okay, here come the Mulliken numbers, in e, for every atom:
1 O -0.355
2 O -0.533
3 O -0.793
4 O -0.374
5 O -0.273
6 O -0.512
7 N 0.037
8 N -0.103
9 C -1.288
10 C -0.866
11 C 0.555
12 C 0.236
13 C -0.463
14 C -1.015
15 C 0.305
16 C 0.232
17 C -1.491
18 C 0.150
19 C -0.246
20 C -0.302
21 C -0.668
22 C 0.253
23 C -1.547
24 C -0.685
25 C -1.512
26 C 0.911
27 C -0.028
28 C -1.467
29 C 0.009
30 C 0.479
31 C -1.054
32 C -0.488
33 C -0.095
34 H 0.223
35 H 0.354
36 H 0.502
37 H 0.338
38 H 0.315
39 H 0.445
40 H 1.095
41 H 0.343
42 H 0.395
43 H 0.371
44 H 0.168
45 H 0.300
46 H 0.356
47 H 0.231
48 H 0.384
49 H 0.444
50 H 0.225
51 H 0.243
52 H 0.852
53 H 0.407
54 H 0.501
55 H 0.323
56 H 0.593
57 H 0.220
58 H 0.523
59 H 0.525
60 H 0.334
61 H 0.347
62 H 0.291
63 H 0.311
64 H 0.678
65 H 0.354